Below is one molecule with the formula CH2Cl2N2 in a non-equilibrium geometry, with properties calculated with ωB97M-V/def2-TZVPD.

charge: 0
DFT total energy: -1069.153267 Eh
orbital gap: 10.72 eV
highest occupied orbital energy: -10.0316 eV

Geometry (Å):
N  0.2850  0.1035  0.1761
C  1.1865  -0.6755  1.0592
Cl  1.0472  -0.4017  2.7380
N  1.8890  -1.4133  0.3365
Cl  2.9595  -2.5877  1.0151
H  0.7321  -0.0715  -0.7183
H  0.4442  1.0659  0.4658

Forces on atoms 1 to 2 (eV/Å):
N 1.4 -0.4 2.3
C -2.0 1.5 -2.0

Below is an isolated ion of composition C5H13NP and charge +1 in a non-equilibrium geometry, with properties calculated with ωB97M-V/def2-TZVPD.

charge: +1
DFT total energy: -594.062059 Eh
orbital gap: 8.96 eV
highest occupied orbital energy: -13.4538 eV

Geometry (Å):
C  -2.1446  0.0562  0.0555
C  0.6477  -0.0061  -1.0787
C  1.5630  -0.2822  0.0564
C  1.9903  -1.5389  0.6837
C  0.0750  2.4031  0.2742
N  -2.5080  -1.2070  -0.2081
P  -0.2172  0.5422  0.4961
H  -2.4305  0.3287  1.1278
H  -2.2326  0.8347  -0.8020
H  0.9538  0.7135  -1.8000
H  0.2650  -1.0095  -1.5850
H  2.2113  0.5000  0.1511
H  2.9754  -1.8128  0.2079
H  1.2084  -2.3005  0.3596
H  1.9655  -1.4920  1.8290
H  -0.2880  2.3941  -0.7964
H  1.1417  2.7153  0.5624
H  -0.5921  2.7683  1.0143
H  -2.4884  -1.9437  0.4719
H  -2.0955  -1.6634  -1.0197

Forces on atoms 1 to 2 (eV/Å):
C 0.5 2.6 1.8
C -0.3 -3.9 -0.1

Below is C5H6O2 as an isolated structure, with properties calculated with ωB97M-V/def2-TZVPD.

charge: 0
DFT total energy: -344.554049 Eh
orbital gap: 11.16 eV
highest occupied orbital energy: -10.3500 eV

Geometry (Å):
C  -0.0088  1.7078  0.2076
C  0.1638  0.2264  0.1911
C  0.9826  -0.6437  -0.6821
C  -0.5230  -0.8775  -0.5637
C  -0.7792  -1.4394  0.7997
O  -1.4034  -2.3259  1.2925
O  -0.0320  -0.4770  1.4516
H  0.7847  2.1809  0.7947
H  -0.9727  1.9789  0.6497
H  0.0363  2.1015  -0.8119
H  1.6872  -1.3427  -0.2384
H  1.2716  -0.2479  -1.6520
H  -1.2005  -0.8507  -1.4081

Forces on atoms 1 to 2 (eV/Å):
C 0.0 0.0 0.0
C 0.1 0.3 -0.1

Below is C16H18FN5O as an isolated structure in a non-equilibrium geometry, with properties calculated with ωB97M-V/def2-TZVPD.

charge: 0
DFT total energy: -1068.753260 Eh
orbital gap: 8.68 eV
highest occupied orbital energy: -7.9641 eV

Geometry (Å):
C  4.2310  -1.8725  -0.5594
N  2.9767  -0.9441  -0.5329
C  2.5150  -0.5478  0.7163
C  1.2649  -0.0668  0.7507
N  0.2965  -0.6280  0.8733
C  -0.7041  0.1005  0.7355
N  -0.1935  1.1915  0.7062
O  1.0903  1.3022  0.5472
C  -2.1810  -0.0922  0.5994
C  -2.9838  0.8094  1.6337
C  -3.9766  1.6166  0.9037
C  -4.5345  2.6078  1.7565
C  -4.2249  2.6904  3.4021
C  -3.4724  1.6263  3.7349
C  -2.6884  0.9076  2.9194
H  -1.9656  -0.0387  3.3841
H  -3.1497  1.6398  5.0156
H  -4.8086  3.1574  3.9771
H  -5.4386  3.3235  1.4229
F  -4.2242  1.5709  -0.2464
H  -2.5342  -0.0001  -0.3990
H  -2.3425  -1.3907  0.9144
H  3.2630  0.0954  1.0868
H  2.6981  -1.6965  1.3406
C  3.1278  0.3001  -1.7748
C  2.4076  -0.2735  -2.8638
C  1.1725  -0.7095  -2.4568
C  0.5473  -1.9620  -2.3308
N  -0.6178  -2.0199  -1.9912
N  -1.1632  -0.7226  -2.2048
C  -0.1443  0.0726  -2.7386
H  -0.1313  1.1804  -2.9262
H  -1.3552  -2.6246  -1.7084
H  1.2886  -2.8586  -1.9390
H  2.5595  0.5344  -3.5227
H  2.8924  -1.1791  -3.4720
H  2.6444  1.1326  -1.1992
H  4.1270  0.1550  -1.6867
H  4.4957  -2.1480  -1.6687
H  4.1282  -2.8503  -0.1388
H  5.1081  -1.3890  -0.0606

Forces on atoms 1 to 2 (eV/Å):
C -0.5 2.2 -2.0
N 1.8 -1.7 -4.9

Below is a 15-piece molecular cluster, C43H123N9O22 overall in a non-equilibrium geometry, with properties calculated with ωB97M-V/def2-TZVPD.

charge: 0
DFT total energy: -3859.618528 Eh
orbital gap: 8.09 eV
highest occupied orbital energy: -8.2101 eV

Geometry (Å):
C  -7.3565  -2.9371  3.9635
O  -7.4364  -1.8841  4.5568
N  -6.8868  -4.1073  4.3779
N  -8.0388  -3.1408  2.8534
H  -6.4084  -4.2760  5.2513
H  -7.4206  -4.8479  3.9459
H  -7.7899  -3.9945  2.3745
H  -8.6413  -2.4157  2.4911
C  8.3232  -4.1538  -2.9654
O  6.8067  -4.1396  -2.8819
C  6.3734  -3.6714  -1.5862
C  4.9243  -3.3571  -1.6473
N  4.0285  -4.5130  -1.8773
C  2.6085  -4.1505  -2.2043
C  1.7463  -3.5947  -1.0513
O  0.4004  -3.1938  -1.4338
C  -0.6209  -4.2543  -1.3738
H  8.8361  -4.9248  -2.3905
H  8.7105  -3.1665  -2.7136
H  8.5608  -4.2882  -4.0207
H  6.9177  -2.8188  -1.1801
H  6.4718  -4.5381  -0.9325
H  4.7036  -2.5949  -2.3946
H  4.6837  -2.8389  -0.7191
H  4.3726  -5.0927  -2.6294
H  2.0231  -4.9875  -2.5849
H  2.6090  -3.4116  -3.0057
H  1.9388  -2.5635  -0.7551
H  1.7482  -4.2038  -0.1474
H  -0.9314  -4.2878  -0.3295
H  -0.2799  -5.2185  -1.7506
H  -1.5172  -3.9157  -1.8936
C  -2.4275  6.3766  -5.8835
O  -1.7170  6.9571  -4.8316
C  -0.8150  5.9290  -4.1625
C  -0.3386  6.4667  -2.8253
N  0.6165  7.5966  -2.9328
C  1.9790  7.1157  -3.2538
C  2.6642  6.1578  -2.2131
O  2.3750  4.7803  -2.5668
C  3.0330  3.8186  -1.7516
H  -2.9707  5.4983  -5.5347
H  -1.7099  6.2033  -6.6854
H  -3.1652  7.0123  -6.3731
H  -0.0135  5.6029  -4.8253
H  -1.3514  5.0107  -3.9237
H  0.1509  5.7360  -2.1813
H  -1.1786  6.7393  -2.1865
H  0.4546  8.0117  -3.8393
H  2.5710  8.0285  -3.3213
H  1.8739  6.6358  -4.2269
H  2.0713  6.2815  -1.3070
H  3.7271  6.3830  -2.1258
H  4.0988  4.0028  -1.6164
H  2.8980  2.7782  -2.0474
H  2.5982  3.8348  -0.7522
C  2.9338  -2.1766  3.0656
O  3.3654  -3.3756  3.7274
C  3.7376  -4.3100  2.6946
C  4.2869  -5.6761  3.2958
N  5.4255  -5.7124  4.1976
C  6.5964  -5.6149  3.2557
C  7.7252  -5.4091  4.2917
O  7.5429  -4.3299  5.1712
C  8.3289  -4.4796  6.4323
H  2.3957  -1.4862  3.7151
H  2.3461  -2.3054  2.1567
H  3.7680  -1.6363  2.6180
H  4.5078  -3.9426  2.0164
H  2.8633  -4.6288  2.1271
H  4.5138  -6.3946  2.5082
H  3.3576  -5.9109  3.8148
H  5.4128  -4.9282  4.8340
H  6.6167  -4.8474  2.4821
H  6.7365  -6.5602  2.7313
H  8.6917  -5.3114  3.7973
H  7.6759  -6.3096  4.9039
H  8.1578  -3.5632  6.9971
H  9.4154  -4.4361  6.3580
H  7.9911  -5.2779  7.0932
C  -0.4136  2.9224  -1.5145
O  -0.3659  2.4429  -0.1685
C  0.1949  1.0398  -0.0139
C  -0.2280  0.4466  1.3442
N  -1.5465  -0.2101  1.4430
C  -1.7070  -1.2679  0.4369
C  -3.0896  -2.0414  0.5532
O  -3.0465  -2.8785  1.7463
C  -4.1285  -3.8084  1.8536
H  -0.6993  3.9725  -1.4529
H  -1.1673  2.4510  -2.1452
H  0.5339  2.8517  -2.0487
H  1.2729  1.1718  0.0787
H  0.0129  0.3075  -0.8005
H  -0.1348  1.1593  2.1636
H  0.5014  -0.3248  1.5913
H  -1.5789  -0.8323  2.2379
H  -0.9485  -2.0104  0.6847
H  -1.6389  -0.8193  -0.5542
H  -3.0872  -2.6142  -0.3741
H  -3.9742  -1.4058  0.5138
H  -5.0737  -3.2761  1.7473
H  -4.1099  -4.3464  2.8014
H  -4.1088  -4.3866  0.9298
C  -9.0321  2.5138  -2.6202
O  -7.6504  2.0337  -2.4896
C  -7.6528  0.6144  -2.0868
C  -6.2154  0.0037  -2.1825
N  -6.1946  -1.4044  -2.2316
C  -6.6124  -2.1306  -1.0012
C  -6.5836  -3.6814  -1.0015
O  -7.2561  -4.2070  0.1374
C  -7.3415  -5.6704  0.3834
H  -9.0237  3.6005  -2.7045
H  -9.5453  2.2616  -1.6922
H  -9.4776  1.9325  -3.4274
H  -8.3253  0.0872  -2.7634
H  -8.0661  0.5338  -1.0814
H  -5.6074  0.3591  -1.3505
H  -5.6555  0.4614  -2.9980
H  -5.3525  -1.6535  -2.7304
H  -7.6545  -1.8131  -0.9678
H  -6.1409  -1.6782  -0.1288
H  -5.6269  -4.1854  -0.8644
H  -6.9424  -4.0855  -1.9481
H  -7.8553  -5.9684  1.2974
H  -6.3535  -6.1280  0.4342
H  -7.8748  -6.1047  -0.4622
C  6.8932  6.6034  8.4246
O  5.6014  6.1066  8.1462
C  5.5863  4.7972  7.6571
C  4.1399  4.4309  7.3164
N  3.7778  5.1458  6.1057
C  2.4511  4.8630  5.5480
C  2.4511  3.5592  4.5969
O  1.3294  3.6009  3.7694
C  1.4294  4.5071  2.6173
H  7.3682  6.6617  7.4453
H  7.4728  5.9841  9.1092
H  6.9860  7.6254  8.7919
H  5.7470  4.0648  8.4482
H  6.1446  4.6305  6.7359
H  3.5431  4.6707  8.1965
H  4.0707  3.3557  7.1516
H  3.9754  6.1028  6.3609
H  2.4609  5.7064  4.8576
H  1.6797  4.7893  6.3146
H  2.5000  2.7166  5.2867
H  3.3524  3.5426  3.9841
H  1.1570  5.5493  2.7836
H  0.7124  4.3207  1.8177
H  2.4615  4.5076  2.2668
C  3.4299  0.0070  -4.2408
O  2.1611  0.5594  -3.7806
C  1.3376  -0.5646  -3.6531
C  -0.0835  -0.0688  -3.6041
N  -0.3459  0.5293  -4.8937
C  -1.3583  1.4824  -5.1035
C  -1.6326  1.7815  -6.5532
O  -0.4820  2.1354  -7.3491
C  0.6880  2.8840  -6.9157
H  3.5327  -0.3468  -5.2667
H  4.1054  -0.6240  -3.6633
H  4.0305  0.9158  -4.2798
H  1.4759  -1.0405  -2.6823
H  1.4931  -1.3465  -4.3965
H  -0.0964  0.7102  -2.8419
H  -0.7621  -0.9023  -3.4223
H  0.4642  1.0812  -5.1371
H  -1.1263  2.3029  -4.4245
H  -2.2059  0.9417  -4.6823
H  -2.3457  2.6057  -6.5655
H  -2.2704  1.0712  -7.0794
H  1.5221  2.8390  -7.6160
H  0.9852  2.3658  -6.0039
H  0.2957  3.8453  -6.5838
O  -3.8449  -1.3172  3.7851
H  -4.4589  -0.6924  3.3991
H  -4.0688  -2.1551  3.3800
O  -3.7433  -1.9594  -3.6335
H  -3.4136  -2.2768  -4.4742
H  -3.0936  -2.2526  -2.9947
O  -5.7490  -0.1753  2.5002
H  -6.0976  0.5654  2.0043
H  -6.4680  -0.4395  3.0742
O  -1.6896  3.2506  2.3480
H  -1.6328  2.4114  2.8049
H  -1.7850  3.0154  1.4251
O  -2.9865  -6.2155  -1.1005
H  -2.5249  -7.0153  -0.8487
H  -3.3707  -6.4185  -1.9534
O  -3.3777  1.3744  -0.5118
H  -3.4590  2.3253  -0.4382
H  -3.0430  1.0955  0.3405
O  -3.9735  3.2307  -2.5591
H  -4.5476  3.1451  -1.7980
H  -3.4792  2.4112  -2.5802

Forces on atoms 1 to 2 (eV/Å):
C -1.9 1.4 1.2
O 1.2 1.3 0.7

Below is ArH22O11 as an isolated structure, with properties calculated with ωB97M-V/def2-TZVPD.

charge: 0
DFT total energy: -1368.318001 Eh
orbital gap: 9.36 eV
highest occupied orbital energy: -9.8427 eV

Geometry (Å):
Ar  21.4179  4.4849  -0.5886
O  24.1338  6.6740  -2.2796
H  25.0148  6.3801  -2.5112
H  24.1996  7.6284  -2.2484
O  22.6212  5.6575  2.4693
H  23.1979  5.8574  1.7320
H  22.5992  6.4651  2.9826
O  17.4298  4.5805  -2.0815
H  17.5970  3.8995  -1.4300
H  16.6236  4.3035  -2.5169
O  18.3697  6.9848  -0.3455
H  18.6859  7.5369  -1.0606
H  18.3058  6.1097  -0.7282
O  25.1602  3.9844  -1.1478
H  25.8820  4.0434  -1.7737
H  24.5185  4.6221  -1.4607
O  20.2962  8.1126  -2.3491
H  20.2240  8.8742  -2.9244
H  20.6661  7.4264  -2.9045
O  17.9671  2.1270  -0.6278
H  17.6814  1.2143  -0.5881
H  18.8767  2.1069  -0.3303
O  20.5727  1.7916  0.3420
H  20.3124  1.0119  0.8324
H  21.2973  1.4973  -0.2099
O  23.4143  4.9033  -4.3752
H  23.9080  5.1844  -5.1456
H  23.6615  5.5259  -3.6915
O  20.6486  3.6602  2.4108
H  20.9433  4.4810  2.0162
H  20.6044  3.0446  1.6792
O  23.7349  7.1777  0.2760
H  23.9098  7.0393  -0.6549
H  22.8913  7.6294  0.2972

Forces on atoms 1 to 2 (eV/Å):
Ar 0.1 0.2 -0.2
O 0.0 -0.1 -0.5

Below is one molecule with the formula C3H4NOP in a non-equilibrium geometry, with properties calculated with ωB97M-V/def2-TZVPD.

charge: 0
DFT total energy: -587.971768 Eh
orbital gap: 8.39 eV
highest occupied orbital energy: -9.0218 eV

Geometry (Å):
C  -0.5837  -0.0568  -0.4392
C  0.7321  -0.6163  -0.1906
N  1.4600  -1.6292  -0.1259
C  2.1767  -0.3280  0.1963
P  3.9664  0.1562  -0.5199
O  4.5906  0.7763  0.6358
H  -0.8385  -0.1972  -1.4898
H  -0.6279  1.0002  -0.1899
H  -1.3124  -0.6096  0.1555
H  2.3026  -0.1724  1.2753

Forces on atoms 1 to 2 (eV/Å):
C -0.7 -0.1 -0.2
C 3.1 0.2 0.0

Below is an isolated ion of composition C4H7O3 and charge -1, with properties calculated with ωB97M-V/def2-TZVPD.

charge: -1
DFT total energy: -382.408701 Eh
orbital gap: 8.38 eV
highest occupied orbital energy: -4.3384 eV

Geometry (Å):
C  -0.5501  -1.3330  -1.1613
C  0.0359  -0.5677  0.0012
O  1.4589  -0.7489  0.0470
C  -0.2562  0.9244  -0.0054
C  0.2080  1.4847  1.3629
O  -0.6589  1.6581  2.2346
O  1.4681  1.5698  1.4765
H  -0.3123  -0.9013  -2.1403
H  -1.6413  -1.2791  -1.1359
H  -0.2459  -2.3766  -1.1350
H  -0.3297  -1.0394  0.9068
H  1.8022  0.0526  0.4761
H  -1.3155  1.1765  -0.1215
H  0.3368  1.3799  -0.8058

Forces on atoms 1 to 2 (eV/Å):
C -0.4 0.3 -0.6
C 0.8 0.0 0.0

Q: Which of these has the lowest highest occupied orbital energy?
A: C5H13NP